[1]
An isolated molecule of C3H4N2O2. Source: OMol25; level of theory: ωB97M-V/def2-TZVPD.

Output
electronic energy = -10248.16825 eV
energy relative to the best compared isomer or geometry (same formula, charge and spin) = 94.5 kcal/mol
highest occupied orbital energy = -7.73 eV
frontier orbital gap = 8.4 eV

Structure (XYZ):
```
11
C3H4N2O2, DFT ωB97M-V/def2-TZVPD
N -0.1459 -1.2625 0.5573
N -1.1111 1.1138 0.2257
C -1.6474 0.1209 -0.4221
C 0.7280 -0.3913 0.1652
C 0.3168 0.9460 -0.0709
O 2.0288 -0.7358 -0.0536
O -2.2308 -0.4432 -1.2385
H 2.5535 0.0673 -0.1699
H 0.2111 -2.2009 0.6886
H -1.3973 1.2306 1.1960
H 0.6942 1.5552 -0.8777
```

***

[2]
A structure of composition C10H29CrN4O10PS2 in a non-equilibrium geometry. Source: OMol25; level of theory: ωB97M-V/def2-TZVPD.

Output
electronic energy = -96660.07393 eV
spin multiplicity = 5
net charge = -2
highest occupied orbital energy (spin up / spin down) = 0.97 / -1.31 eV
frontier orbital gap (spin up / spin down) = 3.1 / 5.4 eV

Structure (XYZ):
```
57
C10H29CrN4O10PS2, DFT ωB97M-V/def2-TZVPD
Cr 0.0247 -0.7728 1.8741
S -1.1826 -3.2210 1.4089
O -1.5961 -1.7753 1.1777
O 0.1635 -2.9536 1.9835
O -2.0452 -3.8465 2.3819
O -1.0484 -3.9229 0.1429
S -1.3810 0.2213 3.9387
O -1.3222 0.7041 2.5306
O -0.7815 -1.1322 3.8615
O -0.4476 1.0400 4.7574
O -2.7602 0.2301 4.4109
O -0.1788 0.2559 -0.0466
P -0.7260 0.8154 -1.2847
N -2.3077 1.3088 -1.1552
C -3.1778 0.3716 -0.4507
C -2.9964 2.2710 -1.9951
N -0.7525 -0.2490 -2.5996
C -0.7672 -1.6935 -2.3867
C -1.1270 0.1842 -3.9234
N 0.1061 2.1465 -1.8278
C 1.4657 2.0032 -2.3480
C -0.1732 3.5052 -1.4203
H -2.9006 0.0469 0.5563
H -3.3004 -0.5412 -1.0456
H -4.1566 0.8260 -0.2709
H -3.7747 1.7695 -2.5793
H -2.2392 2.7763 -2.5909
H -3.5034 3.0205 -1.3759
H 0.1457 -2.1659 -2.7752
H -0.7644 -1.8931 -1.3119
H -1.5709 -2.2405 -2.8841
H -0.7219 -0.4917 -4.6776
H -2.1968 0.3695 -4.0825
H -0.7059 1.1690 -4.1623
H 1.7546 0.9715 -2.5334
H 1.6511 2.7388 -3.1320
H 2.1483 2.2971 -1.5366
H -0.4446 4.1674 -2.2546
H 0.6409 3.9680 -0.8596
H -1.0828 3.5158 -0.8181
C 2.8108 -1.3756 3.5248
C 2.8410 -0.2206 2.5222
C 3.1849 -0.6647 1.1193
O 2.0054 -1.2508 0.6285
C 2.1631 -2.1117 -0.4579
N 1.5731 0.5390 2.5768
H 3.7797 -1.8885 3.5588
H 2.0556 -2.1434 3.3417
H 2.6664 -0.9692 4.5273
H 3.6380 0.4199 2.9324
H 4.0532 -1.3279 1.2206
H 3.4844 0.1531 0.4462
H 2.6561 -1.6629 -1.3294
H 1.2635 -2.6024 -0.8272
H 2.7187 -3.0189 -0.1822
H 1.2630 0.8877 3.4988
H 1.8757 1.4421 2.2036
```

***

[3]
A cluster of 3 separate species, C25H40N2O8P in total in a non-equilibrium geometry. Source: OMol25; level of theory: ωB97M-V/def2-TZVPD.

Output
electronic energy = -55215.81048 eV
net charge = +1
highest occupied orbital energy = -11.26 eV
frontier orbital gap = 7.3 eV

Structure (XYZ):
```
76
C25H40N2O8P, DFT ωB97M-V/def2-TZVPD
C 2.6144 -2.4891 4.4860
C 2.2823 -2.4147 2.9871
O 1.8025 -3.3664 2.4432
N 2.6191 -1.2123 2.2913
C 2.2175 0.0329 2.9811
C 0.9646 0.1458 3.8477
O 2.9359 0.9725 2.8608
N 2.2286 -1.2338 0.9569
C 0.9081 -1.1714 0.6203
C 0.4674 -1.1743 -0.6874
P -1.3577 -1.1534 -1.0109
C -1.6614 -0.0570 -2.4607
O -2.0045 -0.3855 0.3435
C 1.4480 -1.2064 -1.7324
C 2.7867 -1.2792 -1.3537
C 3.1738 -1.3075 -0.0015
O 4.4584 -1.3888 0.2737
C 4.8572 -2.6043 0.9940
C 5.8771 -3.4574 0.2111
C 6.4865 -2.7508 -1.0163
C 5.2935 -4.8600 -0.1499
C 5.9455 -6.0169 0.6301
C 5.3090 -7.3357 0.0907
C 7.4644 -6.1227 0.3660
H 2.9414 -3.5198 4.6365
H 3.4519 -1.8329 4.7391
H 1.7229 -2.3105 5.0862
H 0.3935 0.9911 3.4524
H 1.3028 0.4653 4.8372
H 0.3708 -0.7683 3.8869
H 0.1868 -1.1398 1.4257
H -2.3346 -0.6124 -3.1165
H -0.7577 0.2380 -2.9981
H -2.2351 0.8067 -2.0992
H -2.0824 -1.1019 0.9805
H 1.1530 -1.1806 -2.7740
H 3.5481 -1.3116 -2.1229
H 5.2176 -2.2861 1.9779
H 3.9601 -3.2045 1.1859
H 6.7046 -3.6489 0.9040
H 7.4091 -3.2902 -1.2629
H 5.8240 -2.8574 -1.8801
H 6.7780 -1.7193 -0.8121
H 4.2137 -4.9117 0.0455
H 5.4216 -5.0123 -1.2297
H 5.7360 -5.9873 1.7051
H 4.2225 -7.2701 0.0005
H 5.6190 -8.1729 0.7235
H 5.7497 -7.5109 -0.8989
H 7.9805 -5.3025 0.8839
H 7.8204 -7.0592 0.7999
H 7.6976 -6.0245 -0.6970
O -4.3683 1.6043 -2.4006
C -4.7134 2.5107 -1.6944
O -6.0059 2.7626 -1.4045
C -6.1094 3.9720 -0.6303
C -4.7438 4.1547 0.0087
C -3.8217 3.5476 -1.0428
H -6.3641 4.7939 -1.3032
H -6.9004 3.8616 0.1082
H -4.5187 5.1912 0.2521
H -4.6844 3.5724 0.9303
H -3.5240 4.2777 -1.7972
H -2.9441 3.0815 -0.6011
O -6.2735 8.1705 -2.0859
C -7.4513 8.0180 -2.2304
O -8.0264 7.7061 -3.4153
C -9.4589 7.6974 -3.2799
C -9.7178 7.4847 -1.7974
C -8.5152 8.1766 -1.1630
H -9.8456 8.6544 -3.6365
H -9.8727 6.9011 -3.8942
H -10.6793 7.8746 -1.4689
H -9.6918 6.4179 -1.5665
H -8.6932 9.2404 -1.0005
H -8.2084 7.6989 -0.2366
```

***

Please write out number 3 again, unchanged.
A cluster of 3 separate species, C25H40N2O8P in total in a non-equilibrium geometry. Source: OMol25; level of theory: ωB97M-V/def2-TZVPD.

Output
electronic energy = -55215.81048 eV
net charge = +1
highest occupied orbital energy = -11.26 eV
frontier orbital gap = 7.3 eV

Structure (XYZ):
```
76
C25H40N2O8P, DFT ωB97M-V/def2-TZVPD
C 2.6144 -2.4891 4.4860
C 2.2823 -2.4147 2.9871
O 1.8025 -3.3664 2.4432
N 2.6191 -1.2123 2.2913
C 2.2175 0.0329 2.9811
C 0.9646 0.1458 3.8477
O 2.9359 0.9725 2.8608
N 2.2286 -1.2338 0.9569
C 0.9081 -1.1714 0.6203
C 0.4674 -1.1743 -0.6874
P -1.3577 -1.1534 -1.0109
C -1.6614 -0.0570 -2.4607
O -2.0045 -0.3855 0.3435
C 1.4480 -1.2064 -1.7324
C 2.7867 -1.2792 -1.3537
C 3.1738 -1.3075 -0.0015
O 4.4584 -1.3888 0.2737
C 4.8572 -2.6043 0.9940
C 5.8771 -3.4574 0.2111
C 6.4865 -2.7508 -1.0163
C 5.2935 -4.8600 -0.1499
C 5.9455 -6.0169 0.6301
C 5.3090 -7.3357 0.0907
C 7.4644 -6.1227 0.3660
H 2.9414 -3.5198 4.6365
H 3.4519 -1.8329 4.7391
H 1.7229 -2.3105 5.0862
H 0.3935 0.9911 3.4524
H 1.3028 0.4653 4.8372
H 0.3708 -0.7683 3.8869
H 0.1868 -1.1398 1.4257
H -2.3346 -0.6124 -3.1165
H -0.7577 0.2380 -2.9981
H -2.2351 0.8067 -2.0992
H -2.0824 -1.1019 0.9805
H 1.1530 -1.1806 -2.7740
H 3.5481 -1.3116 -2.1229
H 5.2176 -2.2861 1.9779
H 3.9601 -3.2045 1.1859
H 6.7046 -3.6489 0.9040
H 7.4091 -3.2902 -1.2629
H 5.8240 -2.8574 -1.8801
H 6.7780 -1.7193 -0.8121
H 4.2137 -4.9117 0.0455
H 5.4216 -5.0123 -1.2297
H 5.7360 -5.9873 1.7051
H 4.2225 -7.2701 0.0005
H 5.6190 -8.1729 0.7235
H 5.7497 -7.5109 -0.8989
H 7.9805 -5.3025 0.8839
H 7.8204 -7.0592 0.7999
H 7.6976 -6.0245 -0.6970
O -4.3683 1.6043 -2.4006
C -4.7134 2.5107 -1.6944
O -6.0059 2.7626 -1.4045
C -6.1094 3.9720 -0.6303
C -4.7438 4.1547 0.0087
C -3.8217 3.5476 -1.0428
H -6.3641 4.7939 -1.3032
H -6.9004 3.8616 0.1082
H -4.5187 5.1912 0.2521
H -4.6844 3.5724 0.9303
H -3.5240 4.2777 -1.7972
H -2.9441 3.0815 -0.6011
O -6.2735 8.1705 -2.0859
C -7.4513 8.0180 -2.2304
O -8.0264 7.7061 -3.4153
C -9.4589 7.6974 -3.2799
C -9.7178 7.4847 -1.7974
C -8.5152 8.1766 -1.1630
H -9.8456 8.6544 -3.6365
H -9.8727 6.9011 -3.8942
H -10.6793 7.8746 -1.4689
H -9.6918 6.4179 -1.5665
H -8.6932 9.2404 -1.0005
H -8.2084 7.6989 -0.2366
```

***

Question: The lowest electronic energy belongs to which entry?
Answer: C10H29CrN4O10PS2

***

Question: Number 2 is which compound?
Answer: C10H29CrN4O10PS2

***

Question: Which value of electronic energy does entry 2 give?
Answer: -96660.07393 eV